Computed, not measured: a structure of composition C31H35Cl2HgN10O8S3 at a distorted geometry, with ωB97M-V with the def2-TZVPD basis set.

ORCA input file:
```
! RIJCOSX wB97M-V def2-TZVPD def2/J DEFGRID3
* xyz -2 2
Hg 0.1890 0.6599 0.1612
N -0.0330 -0.7543 -2.2824
N 1.1085 -1.4689 -2.6202
C 2.3287 -1.0266 -2.2786
N 3.3574 -1.8065 -2.7394
S 2.6062 0.3130 -1.3414
H -0.7547 -1.3788 -1.9604
H -0.3169 -0.1589 -3.0613
H 1.0287 -2.2780 -3.2126
H 3.2357 -2.3106 -3.6024
H 4.2647 -1.4015 -2.5862
Cl -2.6804 0.9385 -1.5295
C -3.7709 1.3188 -0.2295
C -5.0298 1.7550 -0.6136
C -5.9715 2.0961 0.3373
C -5.6305 2.0058 1.6773
C -4.3679 1.5790 2.0487
Cl -4.0349 1.5127 3.7530
C -3.3617 1.1977 1.1188
S -1.8374 0.6048 1.7112
H -5.2612 1.8194 -1.6702
H -6.9557 2.4366 0.0413
H -6.3400 2.2667 2.4514
O 2.0709 4.4859 0.0758
C 1.6401 3.4279 0.5577
O 0.6130 2.8304 0.0225
C 2.3289 2.8853 1.8102
C 3.0041 3.8544 2.5305
C 3.7262 3.5644 3.6802
C 3.8697 2.2296 4.1043
C 3.2403 1.2012 3.3788
C 2.3736 1.4983 2.2602
O 1.6961 0.5495 1.7318
N 3.4624 -0.1228 3.8073
O 4.0478 -0.2796 4.9304
O 3.1624 -1.1372 3.0814
N 4.3360 4.6212 4.3844
O 5.0068 4.3486 5.3992
O 4.2048 5.8084 3.9876
H 2.9665 4.8749 2.1865
H 4.4658 1.9821 4.9627
C -2.5919 -2.6325 0.3515
C -1.2408 -2.6105 0.9807
N -0.1504 -2.1116 0.4569
C 0.8567 -2.2662 1.4073
C 0.3557 -2.8556 2.5165
N -0.9904 -3.0773 2.2413
C -1.9056 -3.7968 3.0707
N -1.4210 -5.1468 3.3497
N -1.5804 -5.6723 4.5752
N -1.0094 -6.8095 4.6324
C -0.4183 -7.0570 3.4116
C 0.3566 -8.1320 2.9726
C 0.8185 -8.0875 1.6801
C 0.5176 -7.0039 0.8239
C -0.2277 -5.9313 1.2447
C -0.6777 -5.9788 2.5708
H -2.5241 -2.1800 -0.6326
H -3.2978 -2.0421 0.9408
H -2.9805 -3.6521 0.2490
H 1.8619 -1.8978 1.2528
H 0.8086 -3.1083 3.4641
H -2.8593 -3.8467 2.5557
H -2.0486 -3.3052 4.0274
H 0.5942 -8.9523 3.6384
H 1.4404 -8.8923 1.3101
H 0.8881 -7.0119 -0.1934
H -0.4307 -5.0924 0.5901
C 2.5328 3.3026 -5.2556
C 1.8469 4.1882 -4.2090
C 1.5656 3.4580 -2.8959
S 0.0850 2.4311 -2.8730
O 0.0634 1.6251 -4.1682
C -1.1559 3.7815 -3.0957
C -1.8697 3.7184 -4.4421
C -2.9509 2.6402 -4.5123
H 2.6903 3.8452 -6.1932
H 1.9215 2.4232 -5.4576
H 3.5061 2.9661 -4.8868
H 0.9178 4.5860 -4.6290
H 2.4852 5.0452 -3.9833
H 1.4393 4.1194 -2.0301
H 2.3747 2.7707 -2.6424
H -0.6232 4.7235 -2.9649
H -1.8521 3.6621 -2.2626
H -1.1305 3.5207 -5.2208
H -2.3154 4.6968 -4.6403
H -2.5003 1.6522 -4.4185
H -3.4838 2.6879 -5.4664
H -3.6788 2.7639 -3.7043
*
```

Properties
gap between HOMO and LUMO (spin up / spin down): 2.6 / 5.6 eV
<S²>: 0.78
E_HOMO (spin up / spin down): 0.831 / -2.119 eV

Computed, not measured: a cluster of 8 separate species, H16O8 in total at a distorted geometry, with ωB97M-V with the def2-TZVPD basis set.

ORCA input file:
```
! RIJCOSX wB97M-V def2-TZVPD def2/J DEFGRID3
* xyz 0 1
O -2.3732 -1.3562 0.7696
H -2.5102 -2.2259 0.3772
H -1.5605 -1.0389 0.3949
O 2.9225 1.8615 0.7938
H 2.8594 1.4602 -0.0988
H 3.8398 2.1142 0.8748
O -0.4156 -0.5532 -3.0945
H 0.5377 -0.3736 -3.2991
H -0.4479 -0.3710 -2.1462
O -1.6814 1.2797 1.7826
H -2.1308 0.5878 2.3145
H -1.2874 1.8490 2.4459
O 1.6472 -2.5863 -0.0437
H 2.3797 -3.1985 0.1237
H 1.5947 -2.1888 0.8075
O -4.2118 1.9519 0.4344
H -4.2588 2.5861 1.1394
H -3.3366 1.6496 0.4523
O -0.2541 0.0354 -0.3809
H 0.5901 -0.2635 -0.1833
H -0.5566 0.6214 0.3241
O 2.7485 -0.3284 -1.1072
H 2.5646 -1.2349 -0.8341
H 3.3408 -0.2776 -1.8468
*
```

Properties
SMILES string: O.O.O.O.O.O.O.O
gap between HOMO and LUMO: 10.4 eV
E_HOMO: -10.458 eV

Computed, not measured: a cluster of 2 separate species, C5H8O2 in total, with ωB97M-V with the def2-TZVPD basis set.

ORCA input file:
```
! RIJCOSX wB97M-V def2-TZVPD def2/J DEFGRID3
* xyz 0 1
O -1.6718 -0.5829 -1.1249
C -0.5044 -0.8323 -1.2882
C 0.8017 -1.0608 -0.6755
C 0.5848 -1.1681 -2.2161
H 1.3390 -0.1938 -0.2958
H 0.9542 -1.9746 -0.1059
H 0.5883 -2.1602 -2.6630
H 1.0171 -0.3906 -2.8422
C 0.0824 1.8346 1.6745
C -0.8956 0.9917 1.3578
O -0.9764 -0.2716 1.8559
H 0.0804 2.8345 1.2566
H 0.8770 1.5532 2.3582
H -1.6905 1.2661 0.6676
H -1.6368 -0.7469 1.3348
*
```

Properties
SMILES string: O=C1CC1.C=CO
gap between HOMO and LUMO: 9.7 eV
E_HOMO: -8.916 eV

ΔE to the lowest compared entry with this formula, charge and spin per entry: 30.4 48.7 64.8 kcal/mol
DFT total energy per entry: -4620.010076 -611.504931 -345.701715 a.u.